Here is an isolated molecule of C4H5NO2 in a non-equilibrium geometry from the OMol25 dataset. Energies are from ωB97M-V/def2-TZVPD.

Last columns: bonded neighbours and bond lengths (Å).
CARTESIAN COORDINATES (ANGSTROEM)
1 O -0.8788 2.2181 1.9270  C2 1.195
2 C -0.7885 1.4124 1.0489  O1 1.195, C3 1.640, H8 1.293
3 C 0.4084 0.3296 0.7584  C2 1.640, C4 1.482, N5 1.477, H9 1.094
4 C -0.1945 -1.0149 0.6007  C3 1.482, N5 1.442, H10 1.092, H11 1.084
5 N -0.1813 -0.1102 -0.5222  C3 1.477, C4 1.442, C6 1.393
6 C 0.5380 -0.3187 -1.6972  N5 1.393, O7 1.201, H12 1.107
7 O 1.1784 -1.3087 -1.9251  C6 1.201
8 H -1.2128 0.9373 -0.0767  C2 1.293
9 H 1.5000 0.4025 0.7835  C3 1.094
10 H -1.1813 -1.1565 1.0460  C4 1.092
11 H 0.4082 -1.9068 0.4687  C4 1.084
12 H 0.4043 0.5158 -2.4119  C6 1.107

Its LUMO energy is 0.024 Eh. The relative energy (zero: lowest compared OMol25 entry of this formula, charge and spin) comes out at 378.88 kJ/mol. The gap between HOMO and LUMO comes out at 10.1 eV. The highest occupied orbital energy is -9.41 eV.